[1]
Below is C38H41AlF4NO4 as an isolated structure, with properties calculated with the ωB97M-V functional and the def2-TZVPD basis.

Computed properties:
HOMO energy: -4.848 eV
electronic energy: -2470.1881 hartree
multiplicity: 1
HOMO-LUMO gap: 6.7 eV
charge: -1

```
89
C38H41AlF4NO4, DFT the ωB97M-V functional and the def2-TZVPD basis
C -1.3613 -2.2209 -0.7996
C -1.8793 -1.2287 -1.8194
O -2.9765 -0.7422 -1.6952
O -1.0592 -0.8204 -2.7978
C -0.0917 -1.7443 -3.3442
C -0.7156 -2.9485 -4.0236
C 0.3781 -3.7760 -4.7277
C 0.4233 -3.6017 -6.2543
Al 1.0358 -1.8285 -7.0193
C -0.2216 -0.2727 -6.5371
O -1.1662 0.0452 -7.6147
N -0.5527 0.6843 -8.6258
O -1.3067 0.9522 -9.4985
C 2.9749 -1.3902 -6.5006
C 3.0302 -0.6285 -5.2302
C 3.1584 -1.2697 -3.9885
C 3.1119 -0.5665 -2.7934
C 2.9431 0.8101 -2.7930
C 2.8503 1.4723 -4.0134
C 2.8984 0.7681 -5.2057
H -1.8966 -3.1600 -0.9268
H -0.2944 -2.4049 -0.8587
H -1.6071 -1.8147 0.1802
H 0.4740 -1.1591 -4.0658
H 0.6185 -2.0508 -2.5768
H -1.1845 -3.5735 -3.2587
H -1.4744 -2.6099 -4.7286
H 1.3497 -3.5417 -4.2820
H 0.1957 -4.8293 -4.4789
H -0.5691 -3.8285 -6.6576
H 1.1185 -4.3491 -6.6528
H 0.9896 -1.9530 -8.6442
H 0.2702 0.6577 -6.2442
H -0.8856 -0.5319 -5.7118
H 3.3533 -0.7804 -7.3243
H 3.5837 -2.2946 -6.4444
H 3.2824 -2.3465 -3.9633
H 3.2037 -1.0926 -1.8504
H 2.8900 1.3758 -1.8732
H 2.7179 2.5476 -4.0314
H 2.8089 1.2898 -6.1513
F 5.1134 2.7760 -1.2003
C 4.6219 3.8520 -0.5620
C 4.7218 5.0896 -1.1657
C 4.2104 6.1936 -0.4986
C 3.6073 6.0482 0.7435
C 3.5084 4.7903 1.3243
C 4.0228 3.6799 0.6702
H 5.1937 5.1764 -2.1349
H 4.2783 7.1711 -0.9576
H 3.2043 6.9127 1.2540
H 3.0338 4.6669 2.2853
H 3.9597 2.6882 1.0991
F 2.1690 3.5876 3.9042
C 1.6916 2.3607 4.2179
C 1.4522 2.0587 5.5420
C 0.9561 0.7997 5.8501
C 0.7124 -0.1249 4.8439
C 0.9640 0.2093 3.5201
C 1.4576 1.4643 3.1954
H 1.6520 2.7956 6.3078
H 0.7576 0.5429 6.8820
H 0.3246 -1.1039 5.0905
H 0.7741 -0.5075 2.7328
H 1.6505 1.7509 2.1701
F -3.3360 -0.7761 4.4218
C -3.3375 0.0977 3.3812
C -2.9247 1.3931 3.6092
C -2.9235 2.2785 2.5399
C -3.3334 1.8609 1.2812
C -3.7479 0.5502 1.0814
C -3.7484 -0.3463 2.1417
H -2.6112 1.6945 4.5997
H -2.5956 3.2982 2.6935
H -3.3244 2.5531 0.4504
H -4.0546 0.2184 0.1008
H -4.0567 -1.3751 2.0107
F -5.0663 -3.1266 11.0861
C -4.8011 -2.7937 9.8029
C -5.3227 -3.5745 8.7921
C -5.0469 -3.2244 7.4775
C -4.2609 -2.1160 7.1920
C -3.7493 -1.3518 8.2318
C -4.0188 -1.6853 9.5519
H -5.9294 -4.4358 9.0368
H -5.4505 -3.8221 6.6711
H -4.0482 -1.8490 6.1681
H -3.1340 -0.4888 8.0141
H -3.6338 -1.1011 10.3767
```

[2]
Below is C38H41AsCoNS6 as an isolated structure, with properties calculated with the ωB97M-V functional and the def2-TZVPD basis.

Computed properties:
HOMO energy (spin up / spin down): -9.561 / -9.318 eV
electronic energy: -7534.8233 hartree
multiplicity: 4
HOMO-LUMO gap (spin up / spin down): 7.9 / 5.1 eV
charge: +1

```
88
C38H41AsCoNS6, DFT the ωB97M-V functional and the def2-TZVPD basis
Co -1.0478 0.9372 -0.7880
C -4.2307 2.3206 -0.3810
C -4.4166 0.8183 -0.1829
S -3.2549 -0.2265 -1.0842
C -3.7535 0.1895 -2.7739
C -2.7123 -0.2605 -3.7862
S -1.0705 0.4272 -3.5111
C -1.2727 2.1511 -3.9968
C -0.0165 2.8815 -3.5346
S 0.2588 2.8672 -1.7474
C -0.6794 4.3264 -1.2282
C -2.1945 4.1576 -1.1470
S -2.5300 2.7996 -0.0073
H -4.9225 2.8485 0.2755
H -4.4632 2.6185 -1.4062
H -5.4362 0.5407 -0.4552
H -4.2745 0.5516 0.8659
H -3.9082 1.2668 -2.8583
H -4.7050 -0.2999 -2.9874
H -3.0498 -0.0188 -4.7956
H -2.5816 -1.3441 -3.7533
H -2.1620 2.5755 -3.5278
H -1.3731 2.2430 -5.0803
H -0.0063 3.9155 -3.8812
H 0.8638 2.3999 -3.9673
H -0.4246 5.1578 -1.8865
H -0.2854 4.5752 -0.2399
H -2.6254 3.9416 -2.1279
H -2.6324 5.0883 -0.7832
S -3.0587 1.6010 3.1478
C -1.6232 2.3200 3.7188
C -1.6941 3.2453 4.7815
C -0.5519 3.8297 5.2959
C 0.6840 3.4864 4.7605
C 0.7750 2.5702 3.7130
C -0.3594 1.9876 3.1855
As -0.2737 0.7428 1.6834
C -0.7972 -0.8982 2.5870
C -1.3736 -1.9109 1.8307
C -1.7599 -3.0969 2.4402
C -1.5696 -3.2772 3.8012
C -0.9994 -2.2648 4.5601
C -0.6168 -1.0762 3.9552
C 1.6615 0.5145 1.5827
C 2.3401 -0.5797 2.1043
C 3.7067 -0.7188 1.8886
C 4.4030 0.2350 1.1635
C 3.7314 1.3375 0.6490
C 2.3666 1.4688 0.8512
H -2.6707 3.4796 5.1828
H -0.6196 4.5377 6.1092
H 1.5889 3.9250 5.1601
H 1.7559 2.3169 3.3244
H -1.5376 -1.7700 0.7691
H -2.2152 -3.8792 1.8488
H -1.8720 -4.2014 4.2759
H -0.8610 -2.3934 5.6255
H -0.1794 -0.2896 4.5591
H 1.8078 -1.3363 2.6696
H 4.2294 -1.5757 2.2946
H 5.4663 0.1237 1.0006
H 4.2685 2.0878 0.0833
H 1.8463 2.3162 0.4179
N 0.3762 -0.6934 -0.9939
S 0.6319 -1.8761 -2.0127
C 2.3227 -1.7205 -2.5845
C 2.9177 -2.7383 -3.3188
C 4.2093 -2.5641 -3.7830
C 4.8966 -1.3850 -3.5186
C 4.2917 -0.3766 -2.7877
C 2.9918 -0.5371 -2.3205
C 0.7754 -3.4022 -1.1077
C -0.2218 -4.3498 -1.2804
C -0.1852 -5.5173 -0.5301
C 0.8271 -5.7136 0.3949
C 1.8159 -4.7526 0.5706
C 1.7979 -3.5940 -0.1852
H 1.0775 -0.7481 -0.2578
H 2.3899 -3.6631 -3.5120
H 4.6859 -3.3528 -4.3491
H 5.9066 -1.2579 -3.8833
H 4.8269 0.5393 -2.5763
H 2.5044 0.2343 -1.7408
H -1.0097 -4.1838 -2.0036
H -0.9483 -6.2713 -0.6691
H 0.8506 -6.6214 0.9812
H 2.6042 -4.9139 1.2931
H 2.5734 -2.8477 -0.0682
```

[3]
Below is C38H41BCaF4N9 as an isolated structure, with properties calculated with the ωB97M-V functional and the def2-TZVPD basis.

Computed properties:
HOMO energy: -4.378 eV
ΔE to the lowest compared entry with this formula, charge and spin: 10.54 kcal/mol
electronic energy: -3067.8199 hartree
multiplicity: 1
HOMO-LUMO gap: 6.7 eV
charge: -1

```
94
C38H41BCaF4N9, DFT the ωB97M-V functional and the def2-TZVPD basis
Ca 0.2274 -0.3325 0.2276
C 1.2800 -4.1190 -0.1776
C 0.0270 -4.2544 -1.0519
C -0.8386 -2.9969 -1.2079
N -0.0535 -1.7998 -1.4811
C 0.5422 -1.5914 -2.6259
C 0.2550 -2.3297 -3.8054
C 0.9244 -2.4392 -5.0088
C 2.1297 -1.8943 -5.4226
C 2.8831 -0.9933 -4.6784
C 2.5993 -0.3369 -3.5009
C 1.4547 -0.3759 -2.6416
N 1.1817 0.5416 -1.7508
C 1.9499 1.7791 -1.7403
C 3.1109 1.8088 -0.7348
C 2.6842 1.9455 0.7327
N 2.0298 0.7610 1.2607
C 2.6885 -0.0362 2.0664
C 4.0843 0.0414 2.3424
C 4.8129 -0.3911 3.4386
C 4.3920 -0.9782 4.6178
C 3.0821 -1.3957 4.8657
C 2.0142 -1.5124 4.0130
C 1.9169 -1.2248 2.6077
N 1.1236 -1.8180 1.7665
C 0.4548 -3.0732 2.0890
C 1.1090 -4.2390 1.3402
H 1.7863 -3.1772 -0.4085
H 1.9756 -4.9043 -0.4868
H -0.6193 -5.0428 -0.6504
H 0.3390 -4.5829 -2.0470
H -1.3916 -2.8281 -0.2785
H -1.6036 -3.1704 -1.9748
H -0.6317 -2.9464 -3.7187
H 0.4453 -3.1049 -5.7228
H 2.5227 -2.2075 -6.3811
H 3.8468 -0.7291 -5.1074
H 3.3713 0.3455 -3.1704
H 1.2616 2.5858 -1.4676
H 2.3205 2.0186 -2.7431
H 3.7333 2.6760 -0.9814
H 3.7362 0.9181 -0.8567
H 1.9661 2.7738 0.7912
H 3.5435 2.2339 1.3453
H 4.6570 0.5583 1.5818
H 5.8765 -0.1739 3.3760
H 5.1218 -1.1142 5.4054
H 2.8825 -1.7344 5.8795
H 1.1117 -1.9304 4.4409
H -0.6023 -2.9837 1.8210
H 0.4724 -3.3020 3.1566
H 0.5312 -5.1408 1.5726
H 2.1026 -4.3865 1.7760
C -3.5681 -0.3851 -0.8772
N -2.7476 -0.2551 -2.0623
C -2.9113 0.9016 -2.9090
C -2.2993 2.1920 -2.4322
N -2.4959 2.7584 -1.2780
C -1.7043 3.8983 -1.2999
C -1.4788 4.8409 -0.2991
C -0.6035 5.8754 -0.5697
C 0.0396 5.9814 -1.8138
C -0.1731 5.0548 -2.8180
C -1.0521 4.0162 -2.5325
N -1.4565 2.9064 -3.2472
C -3.1195 0.3319 0.3679
N -1.8795 0.5276 0.7397
C -1.9679 1.0872 2.0214
C -0.9688 1.4834 2.9087
C -1.3628 1.9709 4.1414
C -2.7167 2.0662 4.4933
C -3.7147 1.6815 3.6176
C -3.3084 1.2036 2.3807
N -4.0171 0.7333 1.2925
H -3.6302 -1.4405 -0.6041
H -4.5884 -0.0714 -1.1078
H -1.7677 -0.4411 -1.8748
H -3.9776 1.0758 -3.0842
H -2.4746 0.6627 -3.8849
H -1.9708 4.7429 0.6598
H -0.4032 6.6172 0.1924
H 0.7251 6.8011 -1.9860
H 0.3390 5.1292 -3.7685
H -1.1224 2.6074 -4.1458
H 0.0835 1.4086 2.6558
H -0.6069 2.2719 4.8552
H -2.9857 2.4332 5.4754
H -4.7593 1.7262 3.8933
H -4.9638 0.3881 1.3174
F -4.3981 -3.8239 2.3270
B -4.2424 -2.4500 2.1986
F -5.2332 -1.9451 1.2978
F -4.3758 -1.7989 3.4235
F -2.9621 -2.1603 1.6442
```

[4]
Below is C38H41CaN8O10S2 as an isolated structure, with properties calculated with the ωB97M-V functional and the def2-TZVPD basis.

Computed properties:
HOMO energy: -10.300 eV
ΔE to the lowest compared entry with this formula, charge and spin: 0.30 kcal/mol
electronic energy: -4137.1620 hartree
multiplicity: 1
HOMO-LUMO gap: 7.8 eV
charge: +1

```
100
C38H41CaN8O10S2, DFT the ωB97M-V functional and the def2-TZVPD basis
Ca -0.2557 -1.2430 0.1747
O -1.7426 -5.0647 -1.8717
C -1.7173 -3.7834 -1.5084
O -2.0953 -3.3735 -0.4409
C -1.1878 -2.8929 -2.5989
C -0.9817 -3.3339 -3.8981
C -0.5282 -2.4165 -4.8307
C -0.3010 -1.1056 -4.4378
C -0.5280 -0.7647 -3.1123
N -0.9640 -1.6438 -2.2165
C -0.4442 0.6547 -2.5968
O 0.3622 1.5011 -3.2394
O -1.1374 1.0196 -1.6856
H -2.0653 -5.5835 -1.1185
H -1.1758 -4.3629 -4.1602
H -0.3717 -2.7130 -5.8589
H 0.0071 -0.3601 -5.1585
H 1.0367 1.0294 -3.7460
S -3.1447 -0.5653 0.8212
C -3.1389 1.0946 0.7175
N -4.0429 1.7959 0.0405
C -4.0822 3.2548 0.1256
C -3.7325 3.6744 1.5276
N -2.4381 3.1059 1.8885
C -1.5449 3.9449 2.6743
C -0.6505 4.8407 1.8424
C -0.4836 4.6724 0.4756
C 0.3582 5.5173 -0.2370
C 1.0393 6.5343 0.4117
C 0.8790 6.7035 1.7810
C 0.0386 5.8617 2.4901
C -2.0726 1.8995 1.4557
S -0.5550 1.2853 1.6974
C -5.0530 1.1676 -0.8182
C -5.1416 1.8652 -2.1513
C -6.3537 2.3521 -2.6206
C -6.4266 2.9809 -3.8574
C -5.2828 3.1352 -4.6246
C -4.0656 2.6550 -4.1558
C -3.9955 2.0192 -2.9271
H -5.0909 3.5793 -0.1254
H -3.3987 3.6995 -0.6017
H -4.5012 3.3536 2.2372
H -3.6474 4.7588 1.5753
H -0.9404 3.2989 3.3111
H -2.1786 4.5581 3.3182
H -0.9775 3.8598 -0.0428
H 0.4870 5.3690 -1.3012
H 1.6951 7.1913 -0.1439
H 1.4075 7.4947 2.2962
H -0.0853 6.0000 3.5586
H -6.0175 1.1949 -0.3043
H -4.7683 0.1243 -0.9320
H -7.2487 2.2365 -2.0198
H -7.3762 3.3547 -4.2166
H -5.3368 3.6312 -5.5845
H -3.1695 2.7802 -4.7502
H -3.0465 1.6496 -2.5542
N -0.4128 -2.4445 2.3725
C -0.0189 -3.8556 2.2926
C 0.7993 -4.3550 3.4919
C 2.0056 -3.5109 3.9293
C 3.0772 -3.2152 2.8717
N 3.4119 -4.3626 2.0210
C 3.7652 -5.5582 2.4717
N 3.3993 -6.6298 1.7741
N 4.4791 -5.6742 3.5988
C 0.6425 -4.2069 0.9351
O 1.1063 -5.3630 0.8246
O 0.6803 -3.3231 0.0447
H 0.3140 -1.8792 2.8022
H -1.2563 -2.3225 2.9187
H -0.9443 -4.4380 2.2681
H 1.1187 -5.3730 3.2636
H 0.1355 -4.4297 4.3566
H 2.4607 -4.0244 4.7798
H 1.6789 -2.5438 4.3222
H 3.9805 -2.8309 3.3522
H 2.7469 -2.4348 2.1855
H 2.8779 -4.4213 1.1602
H 2.5764 -6.5194 1.1804
H 3.7321 -7.5472 2.0098
H 4.9354 -4.8669 3.9855
H 4.7296 -6.5764 3.9612
O 1.8644 -0.6927 1.2543
C 2.2971 -0.2961 0.1401
O 1.5941 -0.2858 -0.9066
C 3.7180 0.1810 0.0371
C 4.5092 0.3244 1.1705
C 5.8205 0.7673 1.0617
C 6.3542 1.0666 -0.1825
C 5.5459 0.9174 -1.2956
C 4.2394 0.4844 -1.2108
N 6.0972 1.2358 -2.6287
O 7.2485 1.6112 -2.6861
O 5.3570 1.1205 -3.5859
H 4.0758 0.0975 2.1356
H 6.4303 0.8869 1.9469
H 7.3699 1.4132 -0.3014
H 3.6314 0.3823 -2.0950
```

[5]
Below is C38H41Cl2CsN10S2 as an isolated structure at a distorted geometry, with properties calculated with the ωB97M-V functional and the def2-TZVPD basis.

Computed properties:
HOMO energy: 1.612 eV
electronic energy: -3756.9872 hartree
multiplicity: 1
HOMO-LUMO gap: 1.8 eV
charge: -2

```
94
C38H41Cl2CsN10S2, DFT the ωB97M-V functional and the def2-TZVPD basis
Cs 0.1540 0.2624 0.2867
C 1.6242 -1.5680 -2.9760
N 2.0647 -0.3120 -2.3999
C 1.7520 0.8064 -3.2622
C 0.2967 1.1098 -3.4935
C -0.0574 1.8462 -4.6231
C -1.3615 2.3072 -4.7470
C -2.2743 1.9685 -3.7560
C -1.8470 1.1639 -2.7134
N -0.5901 0.7555 -2.5727
C 3.4888 -0.3222 -2.1174
C 3.9351 -1.2555 -1.0272
C 4.9932 -2.1372 -1.2195
C 5.5252 -2.8154 -0.1356
C 4.9882 -2.5580 1.1286
C 3.9275 -1.6799 1.2139
N 3.3978 -1.0469 0.1827
C 1.8624 -2.7093 -2.0294
C 2.6614 -3.7895 -2.3762
C 2.8864 -4.7998 -1.4550
C 2.2764 -4.6915 -0.2010
C 1.4548 -3.6096 0.0283
N 1.2322 -2.6416 -0.8473
H 2.1374 -1.7748 -3.9429
H 0.5502 -1.4872 -3.1632
H 2.2357 0.6924 -4.2572
H 2.1736 1.7058 -2.7993
H 0.6858 2.0801 -5.3766
H -1.6477 2.9169 -5.5974
H -3.2937 2.3272 -3.7884
H -2.5378 0.8282 -1.9530
H 3.7493 0.6791 -1.7586
H 4.0756 -0.5381 -3.0356
H 5.4090 -2.2926 -2.2090
H 6.3618 -3.4941 -0.2549
H 5.4018 -3.0167 2.0158
H 3.5010 -1.4294 2.1760
H 3.1244 -3.8310 -3.3543
H 3.5104 -5.6492 -1.6995
H 2.4368 -5.4386 0.5626
H 0.9227 -3.5148 0.9669
C 1.2218 4.2513 4.0601
C 0.7924 2.9335 3.4476
N 1.5978 2.2215 2.7198
N 2.8767 2.4725 2.6987
C 3.7257 2.5226 1.7268
N 5.0363 2.1703 2.0604
S 3.4988 3.1575 0.1767
C -0.5496 2.4597 3.6552
C -1.4589 3.1630 4.4764
C -2.7425 2.6900 4.6291
C -3.1241 1.5320 3.9570
C -2.1600 0.8839 3.1971
N -0.9197 1.3057 3.0646
H 2.2456 4.4559 3.7473
H 1.1844 4.2293 5.1513
H 0.5851 5.0613 3.7032
H 5.2103 2.0923 3.0551
H 5.7348 2.6951 1.5542
H -1.1559 4.0629 4.9926
H -3.4504 3.2150 5.2625
H -4.1321 1.1494 4.0217
H -2.4140 -0.0124 2.6421
Cl -0.5299 -3.6410 4.2441
C -0.0802 -1.9410 4.4398
Cl 1.0322 -1.4219 3.1671
H 0.4066 -1.8451 5.4122
H -0.9871 -1.3391 4.3668
S -2.9996 4.5027 -1.5827
C -1.4402 4.9531 -2.1928
C -0.4657 4.2279 -1.5695
N -0.8999 3.3567 -0.6446
C -2.1818 3.3578 -0.5364
H -1.3610 5.7011 -2.9573
H 0.5896 4.3124 -1.7635
H -2.7361 2.7258 0.1273
C -2.1976 -2.4624 -1.6461
C -3.5943 -2.4009 -1.1060
C -4.5343 -3.3196 -1.4865
C -5.8422 -3.2877 -1.0095
C -6.1929 -2.2627 -0.1354
C -5.2930 -1.3149 0.2773
C -5.6859 -0.2221 1.2327
C -3.9063 -1.3446 -0.1561
N -3.0304 -0.5105 0.2541
H -2.0986 -3.2765 -2.3671
H -1.4762 -2.6178 -0.8422
H -1.9351 -1.5236 -2.1332
H -4.2404 -4.1014 -2.1856
H -6.5637 -4.0399 -1.3073
H -7.2187 -2.2095 0.2276
H -6.7712 -0.1064 1.2850
H -5.2393 0.7257 0.9272
H -5.3129 -0.4351 2.2393
```

Which value of electronic energy does entry 1 give? -2470.1881 hartree